# 1
130
Properties=species:S:1:pos:R:3 method="wB97M-V/def2-TZVPD" multiplicity=1 de_lowest_kj_mol=0.00 smiles=CCN(CC)CC.CCN(CC)CC.CCN(CC)CC.CCN(CC)CC.CCN(CC)CC.CCCCCC
C 0.2606 -1.4199 -5.5856
C 1.1356 -2.6189 -5.0076
N 1.8496 -2.2869 -3.6856
C 2.2976 -3.5619 -3.1196
C 3.6996 -4.1299 -3.5086
C 2.7436 -1.2679 -3.7406
C 3.5246 -0.7959 -2.3136
H 0.5326 -0.5119 -5.8706
H -0.6924 -1.1399 -4.9546
H -0.2134 -1.6909 -6.4436
H 2.0406 -2.7859 -5.6566
H 0.6086 -3.5499 -5.0416
H 1.3056 -4.2409 -3.0026
H 2.5456 -3.1739 -2.0536
H 4.4206 -3.4609 -3.3296
H 3.8836 -4.5389 -4.7536
H 4.1106 -5.0049 -2.9726
H 2.5006 -0.3979 -4.0576
H 3.5766 -1.4339 -4.5146
H 4.5656 -1.3219 -2.2046
H 2.9856 -0.8899 -1.4576
H 4.0556 0.1691 -2.2886
C -1.9874 1.2501 2.4414
C -2.3634 0.3361 3.4974
N -3.2724 -0.8869 2.9434
C -3.3554 -2.1669 3.7484
C -4.0704 -1.9679 5.0824
C -4.5164 -0.4379 2.3614
C -4.4974 -0.8919 0.9604
H -1.0324 0.9811 1.9354
H -1.5534 2.2341 2.7814
H -2.8004 1.3701 1.6994
H -3.0274 0.7001 4.1824
H -1.5074 -0.0209 3.8664
H -2.2934 -2.4879 3.8734
H -3.8764 -2.9139 3.1824
H -3.4664 -1.2629 5.6754
H -4.2584 -2.9169 5.5934
H -5.1064 -1.5349 5.3134
H -4.5574 0.7271 2.4494
H -5.4074 -0.7779 2.8094
H -3.7874 -0.5649 0.3164
H -5.4134 -0.6659 0.4374
H -4.4824 -1.9549 1.0154
C 2.0646 2.9461 -1.1016
C 0.9256 1.9761 -1.0896
N 0.1106 2.1381 -2.3386
C -0.6224 1.0061 -2.8746
C -1.7654 0.3901 -1.8686
C -0.8174 3.3251 -2.3166
C -1.2414 3.8061 -3.7006
H 2.7656 2.7901 -0.2096
H 1.5706 3.9271 -1.1066
H 2.5816 2.8991 -2.0346
H 0.3656 2.1061 -0.1956
H 1.2486 1.0201 -1.1886
H 0.0446 0.1121 -2.9146
H -0.8264 0.8791 -3.8396
H -2.6734 1.0851 -1.7886
H -1.2184 0.2131 -0.8356
H -2.0884 -0.6319 -2.2946
H -0.3864 4.0391 -1.8186
H -1.6224 3.2551 -1.6616
H -1.8544 4.7311 -3.5106
H -2.0764 3.0671 -3.9656
H -0.6464 3.9371 -4.5036
C -0.7904 -7.1309 -0.9676
C -0.5324 -5.7259 -0.2716
N -1.5164 -4.6919 -0.5576
C -1.6884 -3.7029 0.6494
C -0.6534 -2.7179 0.8774
C -1.4634 -4.1549 -1.8536
C -2.7354 -3.4089 -2.3306
H -1.4514 -7.1259 -1.7876
H -1.4654 -7.7839 -0.5066
H 0.0026 -7.7289 -1.0566
H 0.3456 -5.4339 -0.7106
H -0.2924 -5.8539 0.7014
H -2.1824 -4.4159 1.4404
H -2.6814 -3.2029 0.5044
H -1.0014 -1.9219 1.5764
H -0.4264 -1.9579 0.1064
H 0.3516 -3.1729 1.0944
H -1.2804 -5.0159 -2.5166
H -0.5384 -3.4269 -1.9426
H -3.5894 -4.2009 -2.1946
H -2.6924 -2.9299 -3.2486
H -2.8364 -2.6139 -1.6156
C 1.2186 4.1211 2.3864
C 0.9186 5.5691 2.8124
N -0.3064 6.1871 2.2024
C -0.7474 7.4751 2.8084
C 0.1756 8.6561 2.9474
C -0.0724 6.3751 0.7214
C -1.3464 6.1791 -0.0526
H 1.7186 3.5531 3.0224
H 1.7976 4.1521 1.3854
H 0.1666 3.6931 2.2694
H 1.7736 6.0181 2.6534
H 1.0146 5.4291 3.9414
H -1.0634 7.1761 3.7834
H -1.5954 7.8681 2.2634
H -0.2674 9.4571 3.5714
H 0.5496 9.0421 1.9794
H 1.1426 8.3531 3.3854
H 0.6546 5.7471 0.3804
H 0.4246 7.3931 0.3544
H -1.6214 5.0131 -0.0286
H -1.2334 6.4311 -1.1726
H -2.2414 6.7501 0.2974
C 3.0846 -4.2249 0.9654
C 3.8396 -2.8409 0.8994
C 2.9826 -1.6569 1.5004
C 3.7636 -0.3869 2.0964
C 2.7656 0.7431 2.5384
C 1.6736 0.3371 3.4824
H 2.8556 -4.5799 2.0484
H 3.6796 -4.8939 0.5784
H 2.0856 -4.2609 0.4154
H 4.1506 -2.4159 0.0844
H 4.7076 -2.9009 1.5084
H 2.4676 -2.1429 2.3914
H 2.2786 -1.1589 0.6684
H 4.3666 0.1471 1.5134
H 4.3206 -0.6289 2.9024
H 2.3436 1.2831 1.7134
H 3.3836 1.5851 2.9804
H 2.0016 -0.3219 4.3644
H 1.1066 -0.3779 2.6974
H 1.2636 1.2621 3.9064



# 2
12
Properties=species:S:1:pos:R:3 method="wB97M-V/def2-TZVPD" multiplicity=1 de_lowest_kj_mol=402.85
C -1.6040 -0.4657 0.2174
C -1.0826 0.8077 -0.2007
C -0.7966 -1.5424 0.2902
C 0.2090 1.0727 -0.5332
N 2.4761 0.8384 0.4388
O 0.3833 -1.6469 -0.1959
S 1.5450 -0.0995 -0.4773
Cl 4.0594 0.2249 0.3844
H -2.6764 -0.4232 0.5266
H -1.8725 1.6806 -0.3887
H -1.3261 -2.3650 0.7845
H 0.6853 1.9184 -0.8461



# 3
76
Properties=species:S:1:pos:R:3 method="wB97M-V/def2-TZVPD" multiplicity=1 total_charge=+1 e_tot_ha=-3334.066678
Os 0.5174 0.0319 -0.4368
C -2.7164 1.5912 -2.7713
C -1.6933 0.7299 -2.1159
N -1.0287 1.1204 -1.0078
N -1.3405 2.2734 -0.4607
C -1.0149 2.6060 0.7389
O -0.4510 1.5956 1.5810
C -1.1427 3.9792 1.1615
C -1.6373 4.8954 0.2160
C -1.6520 6.2438 0.4911
C -1.1612 6.7135 1.7026
C -0.7163 5.8173 2.6609
C -0.7292 4.4579 2.4121
C -1.3568 -0.5699 -2.5410
C -1.9633 -1.2754 -3.6053
C -1.6300 -2.5831 -3.8337
C -0.7261 -3.2219 -2.9700
C -0.1591 -2.4971 -1.9428
N -0.4010 -1.1938 -1.7584
H -2.5839 2.6168 -2.4406
H -3.7278 1.2757 -2.5137
H -2.6019 1.5397 -3.8517
H -1.9842 4.5136 -0.7318
H -2.0321 6.9415 -0.2414
H -1.1349 7.7740 1.9002
H -0.3500 6.1853 3.6072
H -0.4100 3.7894 3.1937
H -2.6939 -0.7653 -4.2098
H -2.0630 -3.1396 -4.6505
H -0.4866 -4.2647 -3.0986
H 1.5673 -3.4467 -1.4981
Cl 2.1278 -3.1383 2.1810
C 2.7118 -1.4925 1.8905
Cl 2.5381 -1.0734 0.1798
H 3.7709 -1.4534 2.1396
H 2.1257 -0.8097 2.5113
O 1.8158 1.7276 0.2134
C 1.8420 2.0915 1.4049
N 0.7268 2.0276 2.2007
S 1.2011 1.8017 3.8603
O 1.5007 0.4034 3.9653
O 0.2528 2.3742 4.7449
C 2.6899 2.7143 3.5411
C 3.5793 3.3070 4.4025
C 4.7500 3.8450 3.8695
C 5.0170 3.7664 2.5038
C 4.1190 3.1750 1.6373
C 2.9363 2.6494 2.1598
H 3.3691 3.3561 5.4594
H 5.4647 4.3093 4.5302
H 5.9312 4.1882 2.1176
H 4.3003 3.1391 0.5744
N 0.7439 -3.1014 -1.0119
C 0.2288 -4.1104 -0.1744
C 0.7845 -5.4440 -0.3576
C 2.1624 -5.6257 -0.5350
C 2.6870 -6.8816 -0.7614
C 1.8490 -7.9832 -0.8314
C 0.4823 -7.8198 -0.6775
C -0.0503 -6.5665 -0.4481
C -0.7447 -3.7950 0.8078
C -1.3043 -4.7842 1.6551
C -2.2928 -4.4699 2.5571
C -2.7561 -3.1670 2.6941
C -2.1482 -2.1601 1.9553
C -1.1648 -2.4655 1.0452
H 2.8287 -4.7786 -0.4416
H 3.7534 -7.0049 -0.8764
H 2.2676 -8.9618 -1.0048
H -0.1733 -8.6749 -0.7437
H -1.1220 -6.4448 -0.3877
H -0.9309 -5.7956 1.6215
H -2.7164 -5.2517 3.1669
H -3.5514 -2.9352 3.3845
H -2.4440 -1.1305 2.0868
H -0.6605 -1.6272 0.5400



# 4
14
Properties=species:S:1:pos:R:3 method="wB97M-V/def2-TZVPD" multiplicity=1 de_lowest_kj_mol=28.85 total_charge=+2
C -5.2026 1.2970 2.5038
N -4.7273 1.0424 3.6848
N 5.7245 -2.5065 -4.5154
N -3.4753 0.6911 4.1215
N 6.2509 -1.5460 -3.9344
S 6.4620 0.0099 -4.2953
H -4.5917 1.3673 1.5828
H -6.1758 1.6940 2.3946
H -5.4218 1.4439 4.5239
H 5.3328 -2.1651 -5.4912
H -3.4009 0.1810 5.0047
H -2.9421 0.5390 3.2704
H 6.5091 -1.9625 -3.0125
H 5.6581 -0.0856 -5.8377



# 5
14
Properties=species:S:1:pos:R:3 method="wB97M-V/def2-TZVPD" multiplicity=1 de_lowest_kj_mol=315.01
C 0.7812 1.1424 0.7729
C 0.5696 -1.8545 -0.0865
C 0.0018 1.3160 -0.5683
C -0.0305 -0.9873 0.8944
C -0.8950 0.1571 -0.7729
N 0.6945 0.0474 1.3752
O 0.0822 -2.7838 -0.7103
I -2.7616 0.5100 0.0584
H 1.3081 2.1179 1.1814
H 1.7046 -1.5143 -0.3784
H -0.3674 2.3087 -0.4689
H 0.7858 1.3779 -1.2909
H -0.8553 -1.4341 1.5691
H -1.0180 -0.4034 -1.5752



# 6
67
Properties=species:S:1:pos:R:3 method="wB97M-V/def2-TZVPD" multiplicity=1 total_charge=-1 e_tot_ha=-3052.426272
C 1.3809 0.8967 -0.1690
C 1.1801 2.3963 -0.1272
C -0.2941 2.7177 -0.0610
C -1.0190 2.3029 -1.3425
N -2.4588 2.1946 -1.1075
C -2.9702 0.9578 -0.8434
C -4.1739 0.6952 -0.2962
P -5.4310 1.8419 0.2902
O -5.0040 3.2334 -0.4450
I -7.4497 1.1360 -0.8873
C -4.3557 -0.7545 -0.2176
O -5.1155 -1.4136 0.4097
O -3.3916 -1.3014 -1.0552
C -2.3585 -0.4080 -1.1180
O -1.2465 -0.7855 -1.3035
H 2.4149 0.6213 -0.1836
H 0.8754 0.4707 0.6916
H 0.9392 0.5425 -1.0881
H 1.6788 2.8068 0.7728
H 1.6025 2.8548 -1.0154
H -0.4606 3.7829 0.0685
H -0.7776 2.2234 0.7810
H -0.8904 3.1184 -2.0406
H -0.5858 1.4390 -1.8215
H -2.9890 2.6571 -1.8363
H -4.7904 3.8373 0.2738
Be 1.9344 3.7447 2.3965
C 1.8186 -2.9075 -1.5709
O 1.0330 -3.8587 -1.9906
O 1.3113 -1.6670 -1.5080
O 2.9774 -3.0859 -1.2390
H 0.3938 -1.7508 -1.8057
O -0.8970 -3.4302 -1.0164
H -1.5071 -2.7294 -1.3516
C 3.3169 -1.2053 3.5786
C 3.2535 -1.4366 2.1241
O 3.3625 -0.6668 1.2379
N 2.9026 -2.8578 1.6641
C 3.6882 -3.9795 2.2590
H 3.6797 -0.1996 3.7608
H 2.3134 -1.3131 4.0105
H 3.9906 -1.9154 4.0595
H 1.9075 -2.9835 1.8720
H 2.9966 -2.8221 0.6369
H 3.4105 -4.8935 1.7429
H 3.4483 -4.0623 3.3140
H 4.7444 -3.7767 2.1128
B -2.0874 1.4835 -4.8638
F -2.4312 0.2923 -4.1918
F -2.9825 2.5024 -4.4677
F -0.7791 1.8516 -4.5010
F -2.1545 1.2897 -6.2436
B 1.6884 -2.6699 8.3112
O 1.4860 -1.2945 8.8731
C 1.1619 -0.4624 7.9097
O 0.9377 0.7099 8.0185
C 1.1271 -1.2607 6.5818
O 0.8758 -0.8164 5.4860
O 1.4277 -2.5068 6.8307
F 0.7923 -3.5601 8.8547
F 2.9877 -3.0950 8.5110
C -1.2195 2.5478 -9.2035
O -0.4213 3.7171 -9.0044
H -1.1126 1.9085 -8.3330
H -2.2735 2.8140 -9.3133
H -0.8835 2.0059 -10.0944
H -0.5279 4.2765 -9.7766



# 7
113
Properties=species:S:1:pos:R:3 method="wB97M-V/def2-TZVPD" multiplicity=5 de_lowest_kj_mol=58.10 total_charge=-1
Rh 0.1808 -0.4300 -0.1262
C -0.7932 3.6991 3.2482
N -2.0151 3.3444 2.5614
C -3.0062 4.3897 2.5026
P -1.8535 2.3111 1.2607
O -0.6951 1.4389 1.3963
O -1.6978 3.3828 -0.0091
P -0.7834 2.8420 -1.2697
O -0.8558 1.3949 -1.4101
N -1.3878 3.6884 -2.5908
C -1.4131 2.8853 -3.7979
C -2.4904 4.6124 -2.4822
N 0.7192 3.5296 -1.0312
C 1.6065 2.8510 -0.1058
C 0.7489 4.9663 -0.8793
N -3.3706 1.6471 1.0356
C -4.1503 2.0436 -0.1203
C -3.4086 0.2052 1.2535
H -1.0220 3.9464 4.2871
H -0.2881 4.5595 2.7863
H -0.1358 2.8318 3.2232
H -3.2434 4.7149 3.5174
H -3.9055 3.9898 2.0414
H -2.6639 5.2614 1.9291
H -0.5758 2.1940 -3.7661
H -1.3183 3.5408 -4.6672
H -2.3372 2.3037 -3.8914
H -2.4183 5.1542 -1.5447
H -3.4664 4.1135 -2.5263
H -2.4299 5.3208 -3.3132
H 1.4803 1.7738 -0.2307
H 1.3924 3.1172 0.9350
H 2.6376 3.1175 -0.3478
H 0.0768 5.4204 -1.6022
H 1.7658 5.3137 -1.0696
H 0.4535 5.2805 0.1306
H -4.1627 3.1286 -0.2035
H -5.1730 1.6870 0.0184
H -3.7482 1.6188 -1.0483
H -2.6969 -0.0591 2.0315
H -3.1435 -0.3438 0.3460
H -4.4159 -0.0790 1.5677
Br -4.0853 -4.5927 -0.1360
C -3.3490 -4.4269 1.6193
C -3.8571 -5.2605 2.5815
C -3.4149 -5.1815 3.8991
C -2.4621 -4.2078 4.2320
C -1.9488 -3.3775 3.2839
C -2.3467 -3.4530 1.9068
C -1.7140 -2.5813 1.0015
O -2.0482 -2.6367 -0.3209
O -0.8482 -1.7329 1.3903
H -4.6107 -5.9905 2.3137
H -3.8155 -5.8451 4.6498
H -2.1279 -4.1256 5.2572
H -1.2138 -2.6267 3.5271
C 3.8620 -3.7590 -4.2348
C 3.4668 -2.3245 -4.6021
C 4.0693 -1.9276 -5.9548
C 1.9473 -2.1881 -4.6519
O 4.0308 -1.4905 -3.6088
Si 3.5439 -0.0144 -3.1065
S 1.7974 -0.0810 -1.9517
O 3.3026 0.8432 -4.4805
C 3.3560 2.2280 -4.7246
C 2.4131 2.5028 -5.9023
C 2.9260 3.0184 -3.4923
C 4.7941 2.6065 -5.1046
O 4.8202 0.7089 -2.3744
C 5.8888 0.1557 -1.6454
C 6.8479 -0.5226 -2.6269
C 6.5732 1.3237 -0.9230
C 5.3643 -0.8568 -0.6308
H 3.5136 -4.4543 -4.9924
H 3.4218 -4.0237 -3.2773
H 4.9443 -3.8324 -4.1540
H 3.6646 -2.5465 -6.7510
H 5.1507 -2.0397 -5.9252
H 3.8323 -0.8849 -6.1406
H 1.5261 -2.8772 -5.3796
H 1.6881 -1.1686 -4.9226
H 1.5221 -2.3879 -3.6726
H 1.3957 2.2399 -5.6265
H 2.7104 1.8972 -6.7552
H 2.4513 3.5519 -6.1811
H 1.9381 2.6993 -3.1725
H 2.9140 4.0855 -3.6990
H 3.6240 2.8065 -2.6882
H 5.1098 2.0389 -5.9763
H 5.4507 2.3642 -4.2745
H 4.8597 3.6688 -5.3258
H 7.1898 0.2008 -3.3633
H 6.2978 -1.3034 -3.1428
H 7.7032 -0.9477 -2.1097
H 6.9007 2.0654 -1.6473
H 7.4327 0.9737 -0.3592
H 5.8669 1.7930 -0.2420
H 4.8568 -1.6553 -1.1634
H 4.6412 -0.3628 0.0115
H 6.1747 -1.2661 -0.0326
C 3.5177 0.0702 2.8328
S 1.7867 -0.0529 2.0687
C 2.0789 -1.7349 1.3639
O 0.9535 -0.2141 3.2526
H 3.6767 -0.7789 3.4880
H 3.5586 0.9883 3.4109
H 4.2654 0.0955 2.0528
H 3.1081 -1.8563 1.0438
H 1.3916 -1.7782 0.4850
H 1.7905 -2.4811 2.0950
C -1.2238 -1.8976 -1.2160
H -1.8689 -1.3202 -1.8833
H -0.6038 -2.6022 -1.7853



# 8
8
Properties=species:S:1:pos:R:3 method="wB97M-V/def2-TZVPD" multiplicity=2 de_lowest_kj_mol=82.91
O 1.6017 0.7063 -0.0520
C 0.7998 0.3336 -0.9529
Na 0.1342 0.1806 1.5783
Li -0.1354 -1.5798 -0.4980
H 1.1735 0.6204 -1.9886
C -1.8366 -0.7779 0.3629
H -2.6507 -1.2965 -0.1871
H -2.4250 -0.3783 1.2162



# 9
17
Properties=species:S:1:pos:R:3 method="wB97M-V/def2-TZVPD" multiplicity=1 de_lowest_kj_mol=122.79 smiles="C[C@H]1CCC=CO1"
C -2.2620 0.2448 0.1908
C -0.7629 0.1549 0.4123
C -0.1203 -1.0712 -0.2477
C 1.4160 -0.9439 -0.2313
C 1.9308 0.3965 0.1808
C 1.1519 1.4566 -0.0183
O -0.2057 1.3477 -0.1439
H -2.7750 -0.6165 0.6316
H -2.4794 0.2689 -0.8822
H -2.6641 1.1572 0.6420
H -0.5383 0.1429 1.4923
H -0.4767 -1.1155 -1.2817
H -0.4912 -1.9871 0.2399
H 1.9231 -1.8181 0.2191
H 3.0086 0.4518 0.2612
H 1.5072 2.4526 -0.2520
H 1.8379 -0.5216 -1.2126



Number 1: F_max 7.603 eV Å⁻¹, M 592.14 g/mol. Number 2: F_max 3.331 eV Å⁻¹, M 149.60 g/mol. Number 3: F_max 2.834 eV Å⁻¹, M 875.84 g/mol. Number 4: F_max 4.681 eV Å⁻¹, M 108.17 g/mol. Number 5: F_max 6.276 eV Å⁻¹, M 223.01 g/mol. Number 6: F_max 2.709 eV Å⁻¹, M 759.87 g/mol. Number 7: F_max 2.795 eV Å⁻¹, M 960.83 g/mol. Number 8: F_max 1.996 eV Å⁻¹, M 72.98 g/mol. Number 9: F_max 3.006 eV Å⁻¹, M 98.14 g/mol.